DFT (ωB97M-V with the def2-TZVPD basis set) results for a molecular structure, C20H18Cl5N4ReS2.

Structure (XYZ):
```
50
Properties=species:S:1:pos:R:3:forces:R:3
Re 14.335 6.310 7.683 -0.85 -0.63 0.31
C 17.868 6.714 6.216 -0.28 -1.51 2.64
C 17.593 6.424 7.692 -1.17 -0.12 0.10
N 16.378 6.188 8.263 0.00 -0.35 -0.24
C 16.485 5.795 9.594 1.29 -0.02 1.31
C 17.763 5.890 10.109 -0.43 -0.72 -0.52
S 18.830 6.276 8.825 0.06 0.18 0.02
C 15.292 5.315 10.307 -0.82 0.12 0.52
C 15.091 4.851 11.578 -0.23 0.14 -1.51
S 13.410 4.582 11.876 0.79 0.39 0.01
C 13.000 5.181 10.349 -0.28 -0.57 0.14
N 14.080 5.454 9.619 0.11 0.95 -1.52
C 11.538 5.285 10.000 0.61 -0.26 -0.08
H 18.906 6.828 6.186 1.77 -0.19 -0.60
H 17.509 7.643 5.952 -1.23 1.94 -0.75
H 17.522 5.897 5.609 -0.09 -0.23 -0.42
H 18.188 5.594 11.090 -0.61 0.36 -0.78
H 15.858 4.621 12.268 0.42 -0.20 0.79
H 11.016 5.638 10.873 -0.25 0.16 0.40
H 11.126 4.294 9.772 0.15 0.22 -0.18
H 11.361 5.997 9.207 0.00 -0.02 -0.20
Cl 14.417 8.445 10.572 -0.27 0.40 -0.02
C 14.176 9.096 9.008 0.12 1.08 -0.25
C 14.230 8.293 7.893 0.30 -1.57 0.55
C 14.253 8.768 6.615 0.11 2.14 -0.88
Cl 14.630 7.521 5.469 -0.04 -0.79 -0.48
C 14.161 10.119 6.261 -0.44 -1.23 1.95
Cl 14.108 10.640 4.677 0.15 0.26 -0.48
C 13.987 10.949 7.410 0.45 -0.59 -0.61
Cl 13.834 12.582 7.207 -0.20 1.23 -0.58
C 14.027 10.464 8.730 -0.47 -0.38 0.82
Cl 13.740 11.566 9.999 0.26 -0.28 0.16
N 12.374 6.016 6.982 0.79 0.30 -0.23
C 11.323 6.060 6.442 1.14 -0.32 1.25
N 10.139 6.022 6.042 -1.56 0.15 -1.72
C 9.039 5.404 6.871 1.28 -0.80 1.90
C 8.286 6.576 7.479 0.78 0.04 1.28
C 7.673 7.420 6.404 -0.59 -0.91 -2.09
C 8.751 8.081 5.575 2.20 -0.43 1.45
C 9.612 6.958 4.945 0.60 1.60 0.40
H 9.451 4.588 7.596 -0.35 1.83 -1.08
H 8.431 4.840 6.217 -0.68 -0.45 -1.02
H 9.017 7.226 8.035 -0.51 -0.60 -0.22
H 7.559 6.235 8.225 0.05 -0.06 -0.33
H 7.030 8.136 6.817 -1.04 1.05 0.63
H 7.056 6.776 5.703 0.42 0.63 0.86
H 9.348 8.807 6.224 -0.36 -1.11 -0.60
H 8.533 8.676 4.733 -1.29 0.70 -0.92
H 10.428 7.421 4.362 0.07 -0.58 0.54
H 8.971 6.477 4.216 0.12 -0.96 0.26
```
Positions in Å, forces in eV/Å.

Computed properties:
* multiplicity: 4
* total energy: -4166.5165 hartree
* molar mass: 742.00 g/mol
* HOMO (alpha / beta): -17.35 / -17.48 eV
* ⟨S²⟩: 3.795
* net charge: +3
* maximum force: 0.0595 Eh/bohr
* ΔE to the lowest compared entry with this formula, charge and spin: 0.4825 eV